The following is a DFT calculation (wB97M-V/def2-TZVPD) of an isolated ion of composition C6H11N2 and charge +1.

Geometry as ORCA input:
```
! wB97M-V def2-TZVPD RIJCOSX def2/J DEFGRID3
* xyz 1 3
C 0.004 -2.142 -0.608
C -0.696 1.110 0.710
C -0.378 -0.622 -0.650
C -0.858 -0.425 1.614
C -0.547 -1.378 0.550
C 0.722 1.351 -1.349
N 0.234 0.637 -0.238
N 0.482 -0.966 1.543
H -0.598 -2.861 -1.198
H 1.090 -2.533 -0.540
H -1.688 1.462 0.391
H -0.306 1.807 1.332
H -1.269 -0.525 -1.280
H -1.525 -0.607 2.485
H 1.830 0.962 -1.542
H 0.169 1.172 -2.338
H 0.834 2.333 -1.057
H 1.084 -0.151 1.209
H 0.736 -1.623 2.155
*
```

Expectation value of S²: 2.008
Frontier orbital gap (spin up / spin down) (eV): 5.994 / 6.561
E_tot (eV): -9362.9288
E_LUMO (spin up / spin down) (eV): -2.71 / -7.60

Here are the Löwdin charges for atoms 1 to 5, given in e:
1 C 0.021
2 C -0.027
3 C -0.162
4 C -0.010
5 C -0.318



The following is a DFT calculation (wB97M-V/def2-TZVPD) of an isolated ion of composition C6H11N2O and charge +1.

Geometry as ORCA input:
```
! wB97M-V def2-TZVPD RIJCOSX def2/J DEFGRID3
* xyz 1 1
C 2.331 -0.973 0.555
N 1.234 -0.014 0.626
C 0.261 -0.062 1.647
C -0.732 0.758 1.729
O -1.562 1.582 1.850
C 0.803 0.518 -0.604
C -0.432 -0.341 -1.294
C -1.689 -0.172 -0.585
N -2.370 0.959 -0.663
H 2.439 -1.441 1.494
H 2.063 -1.991 -0.111
H 3.227 -0.715 0.071
H 0.340 -1.008 2.207
H 1.628 0.416 -1.386
H 0.413 1.644 -0.368
H -0.516 0.224 -2.198
H 0.116 -1.248 -1.282
H -2.233 -0.905 -0.132
H -3.366 0.954 -0.540
H -1.954 1.814 -1.016
*
```

SMILES string: CN(C=C=O)CCC=[NH2+]
Frontier orbital gap (spin up / spin down) (eV): 7.540 / 7.541
E_tot (eV): -11418.0203
E_LUMO (spin up / spin down) (eV): -4.57 / -4.57

Here are the Löwdin charges for atoms 1 to 5, given in e:
1 C -0.039
2 N -0.216
3 C -0.049
4 C -0.180
5 O 0.190



The following is a DFT calculation (wB97M-V/def2-TZVPD) of an isolated ion of composition C6H11N2O2S2 and charge +1.

Geometry as ORCA input:
```
! wB97M-V def2-TZVPD RIJCOSX def2/J DEFGRID3
* xyz 1 1
C -1.237 -0.004 -0.263
C 2.431 0.593 0.029
C -0.983 -1.497 -0.060
C 1.074 -0.138 -0.106
C 4.708 0.076 0.271
C -3.793 0.262 0.880
N 0.039 0.660 -0.290
N -1.924 0.184 -1.544
O 2.397 1.786 0.047
O 3.350 -0.307 0.176
S 0.786 -1.723 0.274
S -2.031 0.679 1.228
H -1.496 -1.854 0.717
H -1.255 -2.100 -1.043
H 4.930 1.067 0.185
H 5.208 -0.438 -0.437
H 5.001 -0.126 1.202
H -4.261 1.082 0.556
H -4.372 -0.061 1.714
H -3.919 -0.489 0.168
H 0.027 1.696 -0.239
H -2.541 -0.525 -1.731
H -2.140 1.174 -1.733
*
```

Frontier orbital gap (eV): 7.866
E_tot (eV): -35137.9989
E_LUMO (eV): -4.93

Here are the Löwdin charges for atoms 1 to 5, given in e:
1 C -0.835
2 C -0.476
3 C -0.356
4 C -0.404
5 C 0.037



The following is a DFT calculation (wB97M-V/def2-TZVPD) of C6H11N2OP as an isolated structure.

Geometry as ORCA input:
```
! wB97M-V def2-TZVPD RIJCOSX def2/J DEFGRID3
* xyz 0 1
C 0.292 -2.482 1.190
C -1.284 1.554 -3.411
C -0.490 1.142 -2.440
C 0.256 -1.807 2.533
C 0.956 -0.462 2.378
C -0.375 1.817 -1.108
N 0.674 -1.872 0.151
N -0.785 0.999 -0.001
O 2.300 0.268 -0.077
P 1.093 -0.271 0.534
H -0.030 -3.516 1.103
H -1.368 1.035 -4.351
H -1.879 2.449 -3.307
H 0.103 0.241 -2.538
H -0.795 -1.681 2.811
H 0.720 -2.448 3.286
H 0.404 0.373 2.807
H 1.977 -0.465 2.773
H -1.002 2.721 -1.083
H 0.663 2.132 -0.937
H -1.427 0.272 -0.313
*
```

Frontier orbital gap (spin up / spin down) (eV): 9.073 / 9.074
E_tot (eV): -20715.5428
E_LUMO (spin up / spin down) (eV): 0.28 / 0.28

Here are the Löwdin charges for atoms 1 to 5, given in e:
1 C -0.221
2 C -0.005
3 C -0.196
4 C -0.219
5 C -0.233



The following is a DFT calculation (wB97M-V/def2-TZVPD) of an isolated ion of composition C6H11N2S and charge +1.

Geometry as ORCA input:
```
! wB97M-V def2-TZVPD RIJCOSX def2/J DEFGRID3
* xyz 1 1
C 1.500 1.227 -0.961
C 0.037 1.188 -0.717
C -0.837 0.395 0.483
N -0.212 -0.819 1.106
C 0.067 -0.895 2.521
C 0.204 -1.626 0.135
N -0.232 -1.197 -1.040
C -1.090 0.079 -1.036
S -2.458 0.330 -2.155
H 1.539 1.179 -2.021
H 2.133 0.552 -0.362
H 1.813 2.213 -0.596
H -0.263 2.181 -0.571
H -1.634 0.900 0.995
H -0.048 -1.924 2.850
H 1.109 -0.611 2.679
H -0.561 -0.251 3.001
H 0.760 -2.576 0.284
H -0.336 -1.616 -2.001
H -1.491 1.271 -2.594
*
```

SMILES string: C[C@@H]1[C@@H]2N(C)C=[NH+][C@]12S
Frontier orbital gap (eV): 10.013
E_tot (eV): -20206.7116
E_LUMO (eV): -3.29

Here are the Löwdin charges for atoms 1 to 5, given in e:
1 C -0.053
2 C -0.200
3 C -0.044
4 N -0.073
5 C 0.016



The following is a DFT calculation (wB97M-V/def2-TZVPD) of C6H11N2S as an isolated structure.

Geometry as ORCA input:
```
! wB97M-V def2-TZVPD RIJCOSX def2/J DEFGRID3
* xyz 1 1
C -0.477 -1.187 -1.047
C 0.568 -0.573 -1.594
C -0.969 -0.900 0.300
C 1.358 0.525 -0.916
C 0.695 1.320 0.167
C -2.017 -1.853 0.770
N -0.678 0.157 0.941
N 1.231 1.239 1.532
S -0.104 2.914 -0.258
H -0.972 -2.026 -1.578
H 0.772 -0.791 -2.576
H 2.263 0.133 -0.536
H 1.711 1.107 -1.674
H -1.930 -2.271 1.752
H -2.156 -2.598 -0.014
H -2.919 -1.218 0.812
H 2.197 0.766 1.598
H 0.405 0.658 1.832
H 1.176 2.198 1.984
H -0.153 2.402 -1.493
*
```

Frontier orbital gap (eV): 9.372
E_tot (eV): -20205.9934
E_LUMO (eV): -3.73

Here are the Löwdin charges for atoms 1 to 5, given in e:
1 C -0.023
2 C -0.017
3 C -0.365
4 C -0.169
5 C -0.610



The following is a DFT calculation (wB97M-V/def2-TZVPD) of an isolated ion of composition C6H11N2S2 and charge +1.

Geometry as ORCA input:
```
! wB97M-V def2-TZVPD RIJCOSX def2/J DEFGRID3
* xyz 1 1
C 0.000 1.835 -1.183
C 0.584 -0.367 -0.453
C 0.163 0.311 -2.937
C -0.010 0.194 0.901
C -1.470 -0.171 1.073
C 0.999 -0.352 1.961
N 0.133 0.549 -1.517
N -0.256 2.688 -2.150
S 0.015 2.033 0.483
S -0.131 1.983 -3.765
H 1.628 -0.355 -0.568
H 0.253 -1.502 -0.556
H 1.015 -0.030 -3.447
H -0.696 -0.346 -3.425
H -1.976 0.835 1.320
H -1.742 -0.905 1.825
H -1.976 -0.561 0.217
H 0.581 -0.016 2.930
H 1.943 -0.067 1.837
H 1.097 -1.356 1.868
H -0.707 3.564 -1.854
*
```

Frontier orbital gap (eV): 9.266
E_tot (eV): -31042.8270
E_LUMO (eV): -3.54

Here are the Löwdin charges for atoms 1 to 5, given in e:
1 C -0.695
2 C -0.112
3 C -0.328
4 C -0.626
5 C -0.086



The following is a DFT calculation (wB97M-V/def2-TZVPD) of one molecule with the formula C6H11N3.

Geometry as ORCA input:
```
! wB97M-V def2-TZVPD RIJCOSX def2/J DEFGRID3
* xyz 0 1
H -2.096 -0.638 -0.843
N -1.235 -1.203 -0.769
C -0.399 -0.504 -0.056
C 0.907 -1.091 0.351
C 1.923 -1.060 -0.522
C 0.955 -1.728 1.700
C -0.728 0.942 0.396
N -2.159 1.202 0.258
N 0.025 1.940 -0.360
C 0.086 1.817 -1.635
H 2.886 -1.496 -0.278
H 1.818 -0.612 -1.505
H 0.741 -0.996 2.485
H 1.938 -2.165 1.908
H 0.215 -2.533 1.766
H -0.453 1.022 1.454
H -2.341 2.053 0.791
H -2.329 1.481 -0.705
H -0.408 1.015 -2.211
H 0.655 2.552 -2.226
*
```

SMILES string: [H]/N=C(/C(=C)C)[C@H](N)N=C
Frontier orbital gap (eV): 10.268
E_tot (eV): -10868.7728
E_LUMO (eV): 0.88

Here are the Löwdin charges for atoms 1 to 5, given in e:
1 H 0.037
2 N 0.169
3 C -0.323
4 C -0.338
5 C 0.068



The following is a DFT calculation (wB97M-V/def2-TZVPD) of C6H11N3 as an isolated structure.

Geometry as ORCA input:
```
! wB97M-V def2-TZVPD RIJCOSX def2/J DEFGRID3
* xyz 0 1
C -0.007 0.476 0.249
C -1.031 -0.636 0.418
C -1.199 -2.014 -0.014
C -2.259 -0.961 -0.321
C 1.431 -0.288 0.359
C 2.836 0.457 0.133
H -2.356 1.347 -0.008
H -1.700 2.848 -0.126
H -1.417 -0.496 1.571
H -0.336 -1.937 -0.620
H -1.110 -3.082 0.711
H -2.208 -0.635 -1.355
H -3.422 -0.557 -0.105
H 1.487 -1.140 1.208
H 3.151 1.376 -0.554
H 3.690 -0.008 1.096
H 2.761 -1.506 -0.559
N -1.612 1.957 -0.204
N -0.297 1.719 0.099
N 2.313 -0.593 -0.781
*
```

Frontier orbital gap (eV): 9.464
E_tot (eV): -10862.0674
E_LUMO (eV): 0.87

Here are the Löwdin charges for atoms 1 to 5, given in e:
1 C -0.214
2 C -0.392
3 C -0.138
4 C -0.165
5 C -0.245



The following is a DFT calculation (wB97M-V/def2-TZVPD) of an isolated ion of composition C6H11N4 and charge +1.

Geometry as ORCA input:
```
! wB97M-V def2-TZVPD RIJCOSX def2/J DEFGRID3
* xyz 1 1
N -2.712 1.476 -0.196
C -1.965 0.429 0.056
N -2.494 -0.714 0.200
N -1.465 -1.680 -0.031
N -0.273 -1.089 0.041
C 0.868 -1.579 0.140
C 2.066 -0.800 -0.154
C 1.994 0.782 -0.127
C 0.651 1.077 0.505
C -0.485 0.394 -0.192
H -2.405 2.389 -0.190
H -3.692 1.194 -0.303
H -1.503 -2.711 0.041
H 0.875 -2.563 0.507
H 2.851 -1.260 0.414
H 2.230 -1.073 -1.099
H 2.692 1.125 0.611
H 2.112 1.171 -1.043
H 0.667 0.738 1.552
H 0.373 2.242 0.607
H -0.384 0.454 -1.339
*
```

SMILES string: NC1=NN[N+]2=CCCC[C@H]12
Frontier orbital gap (eV): 8.776
E_tot (eV): -12351.2423
E_LUMO (eV): -3.57

Here are the Löwdin charges for atoms 1 to 5, given in e:
1 N 0.195
2 C -0.407
3 N 0.140
4 N 0.048
5 N -0.058



Molar mass (computed, g/mol): 111.17 127.17 207.30 158.14 143.24 143.24 175.30 125.17 125.17 139.18
Energy above the lowest of the compared OMol25 structures with the same formula, charge and spin (computed, kJ/mol): 697.5 400.1 92.1 79.6 332.0 401.3 233.0 197.4 844.4 311.0